No. 1
Entry from OMol25: a structure of composition C33H48LaN3O2P at a distorted geometry (the ωB97M-V functional and the def2-TZVPD basis).

The geometry in ORCA input format:
```
! wB97M-V def2-TZVPD RIJCOSX def2/J DEFGRID3
* xyz 2 2
La -0.598 -0.806 0.407
P -0.234 0.600 -2.308
O -3.984 1.310 -0.615
O -1.547 -1.716 -1.152
N 1.262 -2.083 -0.481
N 0.214 -2.764 2.020
N -0.425 1.411 2.033
C -0.721 -0.121 5.369
C 0.884 -0.902 -2.527
C 1.826 -1.613 -1.642
C -1.048 -1.040 -4.637
C 1.724 1.956 -0.759
C 3.039 -2.139 -2.152
C -1.026 0.270 4.070
C -0.655 2.761 1.799
C -0.181 3.296 -1.725
C -2.536 0.780 -3.810
C 0.509 0.224 5.927
C 2.508 -1.792 2.583
C 2.834 -3.828 -0.439
C -2.246 4.550 1.376
C 1.660 -3.262 0.036
C -2.116 -3.676 1.784
C 0.115 5.068 1.621
C 1.499 0.837 5.163
C 1.219 1.226 3.855
C 0.791 -3.813 1.145
C 3.549 -3.239 -1.478
C 1.771 2.573 -3.176
C -3.022 0.837 -0.225
C -0.967 -3.316 2.711
C 1.223 -2.420 3.089
C -1.077 0.378 -4.051
C 0.386 3.726 1.856
C 0.856 2.191 -2.006
C -1.208 5.489 1.451
C -0.048 0.962 3.296
C -2.736 -2.308 -1.645
C -1.987 3.210 1.611
C -0.452 1.280 -5.115
H -2.630 1.794 -3.403
H 3.103 -1.463 3.438
H 1.935 1.756 3.207
H -0.787 3.052 -0.836
H 1.123 1.748 0.143
H 3.155 -4.724 0.063
H -1.286 -2.527 3.419
H -3.043 0.091 -3.119
H 0.955 5.791 1.693
H 2.297 2.870 -0.530
H -3.616 -1.649 -1.509
H 0.328 4.249 -1.509
H -2.023 0.077 3.645
H 2.450 1.751 -3.455
H 0.769 -0.065 6.939
H -2.976 -3.910 2.411
H -1.469 -0.611 5.993
H -2.520 -2.270 -2.736
H 4.508 -3.642 -1.796
H 1.265 -0.905 -3.535
H 3.510 -1.688 -3.054
H 3.158 -2.520 2.084
H -3.078 0.766 -4.766
H 2.380 -0.931 1.912
H 2.471 1.160 -0.925
H -1.695 -1.067 -5.525
H -2.785 2.461 1.617
H 1.395 3.354 2.059
H -1.395 6.545 1.268
H 0.024 -4.473 0.691
H -1.923 -4.617 1.253
H -0.957 1.118 -6.079
H -0.566 2.351 -4.915
H -0.857 3.463 -2.584
H -2.836 -3.367 -1.356
H 1.449 -4.507 1.692
H -2.400 -2.918 1.034
H 0.701 -1.706 3.750
H -1.417 -1.815 -3.961
H 0.049 -1.675 -2.532
H -0.660 -4.202 3.297
H 2.412 3.422 -2.882
H 1.227 2.918 -4.063
H 2.481 1.109 5.565
H -3.283 4.895 1.239
H -0.053 -1.320 -4.980
H 1.448 -3.326 3.680
H 0.608 1.061 -5.300
*
```

Calculated values
Expectation value of S² = 0.764
Highest occupied orbital energy (alpha / beta) = -13.8 / -13.8 eV
Frontier orbital gap (alpha / beta) = 0.3042 / 0.2306 Ha
Calculated total energy = -53699.879 eV



No. 2
Entry from OMol25: a cluster of 2 separate species, C33H48N2OP in total at a distorted geometry (the ωB97M-V functional and the def2-TZVPD basis).

The geometry in ORCA input format:
```
! wB97M-V def2-TZVPD RIJCOSX def2/J DEFGRID3
* xyz 1 1
P -1.518 -1.273 0.300
O -7.755 -0.907 -7.033
N -8.616 -0.573 -4.898
N -6.771 0.205 -3.814
C -0.153 -3.729 -0.314
C 0.451 0.281 1.681
C -6.384 0.003 -5.206
C -6.106 0.742 -1.534
C -7.962 4.289 -4.857
C -6.894 1.374 1.266
C -5.566 1.537 0.755
C -8.994 4.258 -5.798
C -10.208 0.558 -2.359
C -6.319 2.498 3.346
C -9.851 -0.896 -1.964
C -7.644 -0.552 -5.857
C -6.960 2.336 -5.873
C -1.049 0.005 1.581
C -0.078 -2.507 0.595
C -5.892 1.271 -5.892
C -1.200 0.933 -1.419
C -0.713 -0.499 -1.211
C -8.208 -0.105 -3.585
C -1.626 -0.392 2.940
C -5.039 2.763 2.831
C 0.097 -2.983 2.033
C -9.049 1.127 -3.175
C -5.156 1.059 -0.552
C -5.857 0.590 -2.904
C -6.934 3.340 -4.903
C -4.680 2.321 1.559
C -7.970 2.326 -6.839
C -8.471 -1.213 -2.536
C -9.952 -0.987 -5.224
C -0.951 -1.354 -2.459
C -8.984 3.285 -6.800
C -7.251 1.830 2.538
H -0.829 -3.408 2.436
H 0.853 -3.778 2.031
H -0.302 -2.234 -2.493
H 0.368 -0.488 -0.989
H -7.665 0.905 0.649
H -0.720 -0.763 -3.354
H -1.995 -1.690 -2.523
H -10.270 -1.805 -4.577
H -7.145 0.702 -1.214
H -0.838 1.305 -2.386
H -9.865 -1.014 -0.873
H -9.760 3.262 -7.559
H -6.114 3.365 -4.181
H -2.707 -0.570 2.883
H 0.055 -3.513 -1.362
H -4.876 0.825 -3.325
H 0.615 -4.443 0.004
H -1.557 0.935 1.271
H -7.940 5.050 -4.083
H -7.957 1.555 -7.615
H -6.583 2.791 4.359
H 0.996 -0.599 2.034
H -1.126 -4.226 -0.248
H 0.589 1.077 2.424
H -2.296 0.972 -1.433
H -9.381 1.663 -4.076
H -7.694 -1.176 -1.770
H -5.606 -0.779 -5.255
H -4.983 1.620 -5.391
H -9.947 -1.328 -6.262
H -8.425 -2.198 -3.017
H -10.392 1.170 -1.466
H -4.322 3.311 3.436
H -9.789 5.004 -5.769
H -11.130 0.564 -2.956
H -1.446 0.425 3.649
H -8.424 1.816 -2.594
H -0.835 1.617 -0.643
H -5.643 0.990 -6.925
H 0.805 -1.916 0.309
H -10.667 -0.165 -5.129
H 0.465 -2.223 2.724
H -10.600 -1.587 -2.373
H -3.713 2.612 1.131
H -1.146 -1.292 3.336
H -4.112 1.155 -0.834
H 0.905 0.615 0.741
H -8.255 1.652 2.910
*
```

Calculated values
Highest occupied orbital energy = -10.7 eV
Frontier orbital gap = 0.2165 Ha
Calculated total energy = -49310.470 eV



No. 3
Entry from OMol25: a structure of composition C33H49BrN3OPtS2Si4 at a distorted geometry (the ωB97M-V functional and the def2-TZVPD basis).

The geometry in ORCA input format:
```
! wB97M-V def2-TZVPD RIJCOSX def2/J DEFGRID3
* xyz 1 1
Pt -0.681 0.923 -0.444
Br -5.487 -2.127 -4.027
S 1.383 1.820 -0.907
S -1.426 2.538 -2.280
Si 0.316 0.703 3.585
Si -0.561 -0.268 1.599
Si -0.327 -2.627 1.576
Si -2.977 0.085 2.286
O 1.502 2.417 -2.236
N -2.446 -0.196 -1.119
N -1.090 2.004 -4.847
N -0.283 0.402 -3.392
C 2.089 2.911 0.273
C -0.871 1.586 -3.603
C 3.432 3.262 0.173
C 1.779 4.356 2.147
C 3.940 4.168 1.084
C 3.315 0.291 -2.042
C 3.753 -1.251 0.234
C -3.237 -0.026 4.126
C -4.132 -1.129 1.451
C -1.900 -3.604 1.314
C 0.477 -1.778 -4.078
C 0.880 -3.094 0.212
C 0.423 -3.186 3.195
C -0.038 -0.362 5.083
C -3.528 0.481 -1.525
C 1.213 0.140 -5.330
C 4.269 -0.720 -2.059
C 1.926 -0.699 -6.177
C 2.586 0.499 -0.882
C -0.438 2.403 3.876
C -3.133 -2.052 -2.458
C 1.906 -2.073 -5.991
C 2.187 0.865 3.486
C -2.265 -1.438 -1.579
C 1.195 -2.608 -4.924
C 4.491 -1.482 -0.922
C -3.199 1.854 1.634
C -4.247 -1.339 -2.873
C 2.780 -0.269 0.256
C 0.461 -0.406 -4.296
C 1.260 3.447 1.235
C -4.453 -0.053 -2.401
C 3.116 4.711 2.070
H 3.944 -1.840 1.122
H -0.316 0.118 -2.402
H -1.646 -4.650 1.116
H -1.487 2.916 -4.991
H -2.950 -3.060 -2.799
H -4.177 -2.063 2.011
H 0.755 -1.098 5.226
H -0.075 0.268 5.977
H 1.284 1.213 -5.452
H 0.818 -4.159 -0.034
H -0.848 1.443 -5.647
H 0.220 3.155 1.260
H 1.898 -2.893 0.537
H 0.602 -4.266 3.170
H 2.511 -0.269 -6.979
H 2.458 -2.722 -6.657
H -4.274 0.235 4.368
H 3.525 5.425 2.774
H 2.514 1.524 2.680
H 2.195 -0.084 1.148
H 1.200 -3.675 -4.748
H -2.906 2.585 2.392
H 3.143 0.925 -2.902
H 0.192 2.982 4.558
H -2.580 2.038 0.755
H 2.596 1.264 4.420
H -2.508 -3.244 0.483
H -2.526 -3.582 2.209
H 0.724 -2.521 -0.709
H 5.239 -2.264 -0.935
H -3.832 -1.363 0.437
H -0.979 -0.902 5.018
H -5.313 0.526 -2.705
H -0.233 -2.984 4.044
H -3.063 -1.043 4.484
H -5.148 -0.718 1.410
H 1.380 -2.693 3.384
H 2.645 -0.117 3.325
H 4.060 2.834 -0.598
H -0.558 2.978 2.963
H -3.665 1.474 -1.128
H 4.980 4.459 1.026
H 4.835 -0.905 -2.962
H -2.591 0.646 4.688
H 1.141 4.788 2.907
H -1.401 -1.968 -1.196
H -1.426 2.323 4.333
H -4.240 2.075 1.364
H -0.076 -2.194 -3.245
*
```

Calculated values
Highest occupied orbital energy = -10.0 eV
Frontier orbital gap = 0.2574 Ha
Calculated total energy = -168002.415 eV



No. 4
Entry from OMol25: a structure of composition C33H49Cl2FeGeN6O3Si3 (the ωB97M-V functional and the def2-TZVPD basis).

The geometry in ORCA input format:
```
! wB97M-V def2-TZVPD RIJCOSX def2/J DEFGRID3
* xyz 0 6
Ge 0.131 2.643 0.093
Fe 0.282 -0.033 0.110
Cl -5.172 -2.003 -3.589
Cl -2.898 -1.577 -5.788
Si 0.124 3.546 -2.119
Si 1.911 3.803 1.181
Si -1.878 3.382 1.108
O 1.572 -0.620 -3.747
O 0.839 -2.518 0.522
O -3.456 -1.409 1.125
N 0.178 -3.993 -1.076
N 0.244 -0.362 -1.871
N -0.744 -4.055 1.060
N -0.314 -0.154 2.156
N 2.404 -0.081 -0.346
N -1.633 -0.620 -0.099
C -2.215 5.196 0.744
C 3.430 3.813 0.068
C -2.025 -0.894 -1.416
C -1.512 -0.236 4.636
C -3.382 2.442 0.493
C -1.495 3.086 -2.948
C -0.842 -4.884 -1.611
C -3.572 -1.505 -3.151
C -0.171 0.099 4.513
C 3.867 -0.131 -2.215
C 1.544 2.978 -3.208
C -1.726 3.171 2.972
C 0.244 5.423 -2.045
C 1.475 5.595 1.551
C 3.458 0.032 0.463
C 1.118 -3.459 -2.044
C -2.347 -0.892 0.997
C -2.583 -1.323 -4.103
C 4.755 0.072 -0.008
C 2.598 -0.177 -1.664
C -1.799 -4.973 0.653
C -1.606 -0.501 2.272
C 4.960 0.000 -1.379
C -0.860 -3.550 2.413
C -3.296 -1.288 -1.805
C -2.242 -0.540 3.501
C -1.353 -5.807 -0.527
C 0.115 -3.464 0.177
C 1.392 -0.399 -2.556
C 2.437 3.075 2.843
C 0.389 0.138 3.252
C -1.302 -0.932 -3.728
C -1.004 -0.723 -2.387
H 1.223 5.747 -1.685
H 1.934 -2.968 -1.523
H -1.402 2.162 3.231
H -4.070 -1.431 -1.067
H -1.785 -2.984 2.545
H -3.285 -0.822 3.529
H -3.430 1.412 0.852
H -3.081 5.510 1.337
H 2.511 3.031 -2.702
H 1.156 6.136 0.659
H -4.282 2.964 0.833
H 5.580 0.162 0.685
H -1.694 2.015 -2.856
H -1.386 5.864 0.978
H 0.646 -2.758 -2.734
H -2.029 -5.611 1.508
H 1.422 0.423 3.101
H 5.962 0.040 -1.785
H -3.403 2.410 -0.599
H 3.956 -0.209 -3.290
H -1.663 -4.301 -2.047
H 1.584 2.905 3.505
H -2.474 5.326 -0.310
H 2.987 2.136 2.736
H -2.709 -4.410 0.411
H -2.182 -6.411 -0.898
H 1.523 -4.289 -2.627
H -0.002 -2.925 2.643
H 3.245 0.094 1.523
H 2.363 6.093 1.952
H -0.551 -6.481 -0.216
H 1.407 1.965 -3.585
H -1.983 -0.257 5.611
H -0.387 -5.458 -2.419
H 0.681 5.674 2.297
H 3.103 3.788 3.338
H 4.309 4.160 0.620
H -1.462 3.331 -4.014
H 0.434 0.338 5.377
H -2.687 3.354 3.463
H 3.651 2.820 -0.334
H -2.336 3.627 -2.506
H 3.282 4.486 -0.779
H -0.879 -4.396 3.104
H -0.997 3.874 3.385
H 1.588 3.647 -4.074
H 0.116 5.822 -3.056
H -0.538 -0.802 -4.477
H -0.517 5.872 -1.405
*
```

Calculated values
Expectation value of S² = 8.764
Highest occupied orbital energy (alpha / beta) = -7.0 / -7.5 eV
Frontier orbital gap (alpha / beta) = 0.2496 / 0.2487 Ha
Calculated total energy = -189686.991 eV



No. 5
Entry from OMol25: a cluster of 3 separate species, C33H49F5N4O4 in total at a distorted geometry (the ωB97M-V functional and the def2-TZVPD basis).

The geometry in ORCA input format:
```
! wB97M-V def2-TZVPD RIJCOSX def2/J DEFGRID3
* xyz 0 3
F -1.636 -1.166 -1.000
F -0.689 -1.027 0.986
F -2.824 -1.048 0.790
F -2.886 1.372 -0.534
F -2.073 1.382 1.472
O 4.879 -1.012 5.011
O -3.593 0.442 -5.472
O -0.231 5.425 -0.981
O -1.630 6.323 0.499
N 2.896 2.798 0.482
N 0.641 1.424 1.727
N 3.825 -1.661 5.433
N -4.665 -0.203 -5.092
C 3.257 5.035 -1.504
C -5.168 -0.983 -6.263
C -3.514 -0.113 -2.866
C 4.110 -3.793 4.115
C -4.324 -0.964 -3.848
C -1.789 0.994 0.208
C -6.677 -1.270 -6.101
C 3.316 -2.493 4.301
C 1.770 1.724 2.323
C 0.489 2.741 -2.274
C -0.613 2.068 -1.666
C 1.623 2.990 -1.541
C 3.347 -1.747 2.963
C -3.542 -2.250 -4.139
C -5.100 -0.189 -7.573
C 2.943 -2.720 7.524
C 2.887 2.396 1.729
C 2.746 3.747 -2.236
C 4.200 -2.370 6.699
C 1.815 -2.799 4.500
C 0.643 1.882 0.436
C -0.536 1.672 -0.359
C -5.601 -1.322 -3.057
C 2.244 5.740 -0.571
C -1.679 -0.586 0.218
C 1.722 2.547 -0.181
C 4.337 -4.562 5.411
C 5.014 -1.467 7.634
C -4.392 -2.290 -6.483
C -0.703 5.580 0.301
C -4.202 -3.110 -5.211
C 5.000 -3.652 6.440
C 0.935 6.226 -1.253
H 3.776 2.573 2.340
H 1.539 -3.090 5.509
H 2.750 6.654 -0.204
H 5.122 -4.200 7.378
H 0.465 3.071 -3.315
H 3.392 -4.966 5.785
H 4.488 -0.531 7.831
H 1.205 -1.928 4.251
H 4.129 4.742 -0.897
H 6.008 -3.402 6.097
H 2.416 4.022 -3.253
H -3.403 -2.064 -6.895
H -6.993 -2.057 -6.790
H -7.268 -0.381 -6.328
H 2.246 -1.880 7.559
H 1.501 -3.615 3.846
H -4.896 -2.900 -7.236
H -3.446 -2.834 -3.219
H 0.720 7.233 -0.842
H 3.632 3.104 -2.394
H 2.855 -0.777 3.041
H -3.566 -3.973 -5.427
H -4.077 -0.035 -7.915
H 1.865 1.432 3.377
H -2.524 -2.006 -4.454
H 2.824 -2.322 2.198
H -6.139 -2.178 -3.465
H 2.020 5.165 0.341
H -5.353 -1.604 -2.033
H -1.509 1.875 -2.253
H 6.000 -1.235 7.236
H 3.212 -2.960 8.553
H 1.010 6.354 -2.341
H 4.983 -5.421 5.216
H -2.518 0.120 -3.242
H 4.361 -1.587 2.596
H -5.577 0.786 -7.471
H -4.036 0.823 -2.655
H -5.621 -0.733 -8.364
H -0.292 5.006 1.157
H 5.088 -3.566 3.677
H -5.160 -3.510 -4.869
H -6.976 -1.593 -5.108
H 3.643 5.770 -2.234
H -3.374 -0.618 -1.923
H 5.171 -1.966 8.592
H 3.604 -4.439 3.394
H -6.283 -0.472 -3.003
H 2.413 -3.599 7.157
*
```

Calculated values
Expectation value of S² = 2.008
Highest occupied orbital energy (alpha / beta) = -8.6 / -9.3 eV
Frontier orbital gap (alpha / beta) = 0.2911 / 0.3191 Ha
Calculated total energy = -62749.599 eV